Molecular formula: C2HClO
Method: DFT, ωB97M-V/def2-TZVPD

Results
spin multiplicity: 1
maximum force: 3.21 eV Å⁻¹
E_LUMO (spin up / spin down): -0.0134 / -0.0122 Ha
gap between HOMO and LUMO (spin up / spin down): 6.3 / 6.4 eV
net charge: 0

Atoms and positions in Å:
C (0.621, 0.188, -0.540)
C (3.202, -0.826, -0.726)
O (0.971, 0.726, 0.566)
Cl (3.899, 0.228, 0.223)
H (0.267, 1.241, 0.865)

=====

Molecular formula: C4H9NO2
Method: DFT, ωB97M-V/def2-TZVPD

Results
spin multiplicity: 1
maximum force: 4.23 eV Å⁻¹
E_LUMO: 0.0351 Ha
gap between HOMO and LUMO: 8.6 eV
net charge: 0

Atoms and positions in Å:
C (-0.997, -0.079, 0.052)
C (1.301, -0.905, 1.846)
C (-2.169, 0.505, -2.005)
C (2.228, 0.229, 1.536)
N (-0.951, 0.321, -1.150)
O (0.221, 0.448, -1.885)
O (2.386, 0.676, 0.428)
H (-1.804, -0.065, 0.826)
H (0.397, -0.839, 1.216)
H (1.753, -1.880, 1.526)
H (1.137, -0.918, 2.945)
H (-2.958, 0.528, -1.303)
H (-2.271, -0.441, -2.491)
H (-2.257, 1.295, -2.609)
H (3.045, 0.423, 2.247)
H (0.939, 0.701, -1.179)

=====

Molecular formula: C29H31B4NO22
Method: DFT, ωB97M-V/def2-TZVPD

Results
spin multiplicity: 1
maximum force: 3.15 eV Å⁻¹
E_LUMO: -0.0606 Ha
gap between HOMO and LUMO: 7.8 eV
net charge: 0

Atoms and positions in Å:
N (1.685, -7.291, 3.342)
C (1.569, -5.951, 3.965)
B (1.306, -4.771, 2.940)
O (0.288, -3.842, 3.237)
B (-0.473, -3.619, 2.056)
C (-2.023, -3.903, 2.105)
C (-2.903, -2.651, 1.658)
C (-3.569, -1.986, 2.888)
O (-2.665, -0.978, 3.377)
O (0.221, -3.178, 0.936)
B (1.580, -3.280, 1.283)
C (2.538, -2.033, 1.136)
B (2.745, -1.429, 2.585)
O (1.652, -1.004, 3.324)
O (4.019, -1.330, 3.193)
O (2.019, -4.531, 1.776)
H (2.226, -7.857, 3.989)
H (2.189, -7.247, 2.461)
H (0.688, -5.985, 4.631)
H (2.432, -5.696, 4.617)
H (-2.346, -4.751, 1.482)
H (-2.282, -4.094, 3.160)
H (-2.219, -1.906, 1.226)
H (-3.656, -2.999, 0.936)
H (-3.775, -2.715, 3.690)
H (-4.505, -1.487, 2.587)
H (-2.526, -1.108, 4.322)
H (2.108, -1.290, 0.436)
H (3.523, -2.303, 0.717)
H (1.863, -1.021, 4.268)
H (3.943, -1.873, 3.994)
C (2.950, 2.674, 3.204)
C (3.452, 1.950, 4.210)
C (3.631, 2.529, 5.580)
O (4.073, 1.822, 6.466)
C (3.262, 3.928, 5.786)
C (2.760, 4.649, 4.776)
C (2.560, 4.056, 3.414)
O (2.080, 4.743, 2.526)
O (2.411, 5.930, 4.924)
O (3.805, 0.676, 4.032)
H (2.813, 2.265, 2.213)
H (3.409, 4.342, 6.774)
H (2.078, 6.217, 4.051)
H (4.135, 0.364, 4.895)
C (-2.442, 2.239, 2.019)
C (-1.364, 3.024, 1.903)
C (-1.041, 3.726, 0.615)
O (-0.061, 4.443, 0.556)
C (-1.927, 3.506, -0.526)
C (-3.000, 2.719, -0.407)
C (-3.337, 2.040, 0.884)
O (-4.337, 1.349, 0.940)
O (-3.831, 2.493, -1.431)
O (-0.525, 3.220, 2.930)
H (-2.688, 1.728, 2.940)
H (-1.675, 4.002, -1.453)
H (-4.521, 1.895, -1.083)
H (0.175, 3.822, 2.608)
C (1.628, -1.485, -3.632)
C (1.552, -1.224, -4.942)
C (1.672, 0.173, -5.470)
O (1.614, 0.362, -6.671)
C (1.849, 1.256, -4.510)
C (1.922, 0.995, -3.201)
C (1.828, -0.404, -2.676)
O (1.917, -0.589, -1.475)
O (2.080, 1.963, -2.294)
O (1.364, -2.196, -5.840)
H (1.544, -2.488, -3.237)
H (1.917, 2.262, -4.901)
H (2.103, 1.514, -1.428)
H (1.348, -1.751, -6.710)
C (-3.288, 0.848, -8.371)
C (-2.789, 0.041, -7.429)
C (-2.539, 0.524, -6.034)
O (-2.101, -0.259, -5.211)
C (-2.830, 1.919, -5.726)
C (-3.326, 2.728, -6.669)
C (-3.601, 2.239, -8.058)
O (-4.069, 3.012, -8.872)
O (-3.602, 4.012, -6.426)
O (-2.488, -1.237, -7.678)
H (-3.475, 0.511, -9.381)
H (-2.629, 2.260, -4.720)
H (-3.947, 4.371, -7.266)
H (-2.149, -1.598, -6.835)